No. 1
This record from the OMol25 dataset describes C4H6N2O in the gas phase. The level of theory is the ωB97M-V functional and the def2-TZVPD basis.

- net charge = 0
- energy (Eh) = -340.77033
- lowest unoccupied orbital energy (eV) = 0.693
- energy relative to the best compared isomer or geometry (same formula, charge and spin) (kcal per mole) = 15.42

Structure (XYZ):
```
13
Properties=species:S:1:pos:R:3:forces:R:3
C 2.158682 -0.198856 0.120697 0.09 0.05 -0.17
C 0.729043 0.018209 -0.282398 0.17 -0.26 0.41
N 0.114770 -0.504960 -1.307247 0.24 0.12 0.25
C -1.236126 -0.333190 -1.080753 -0.30 -0.01 -0.03
C -1.426643 0.281043 0.122261 0.23 -0.16 -0.22
O -2.505362 0.600737 0.879840 -0.17 0.04 -0.16
N -0.177881 0.532985 0.622364 -0.17 -0.04 -0.03
H 2.638619 -0.886892 -0.575879 -0.18 0.07 -0.02
H 2.166366 -0.671156 1.107207 0.09 0.04 -0.05
H 2.785851 0.696138 0.171386 -0.26 0.07 -0.02
H -1.970546 -0.703502 -1.781288 0.01 0.10 0.11
H -3.282995 0.159117 0.512027 0.20 0.16 0.06
H 0.006226 1.010325 1.491781 0.04 -0.17 -0.13
```
Forces are in eV/Å.

---

No. 2
This record from the OMol25 dataset describes 2 unconnected molecules or ions with the total composition C4H6N2O in a non-equilibrium geometry. The level of theory is the ωB97M-V functional and the def2-TZVPD basis.

- net charge = 0
- energy (Eh) = -340.65443
- lowest unoccupied orbital energy (eV) = 0.567
- energy relative to the best compared isomer or geometry (same formula, charge and spin) (kcal per mole) = 88.15

Structure (XYZ):
```
13
Properties=species:S:1:pos:R:3:forces:R:3
H 1.096423 0.142425 -1.955381 -0.08 -1.15 0.07
N 1.701275 0.079873 -1.137394 0.03 2.20 0.32
C 1.163675 -0.109197 -0.005067 0.70 -3.19 -0.20
C 0.056773 -1.190530 0.236090 -0.40 1.18 -0.64
N -0.848255 -1.237690 -0.771774 0.01 -0.14 0.13
O 0.055850 -1.938129 1.187988 0.32 0.35 -0.03
H 1.774335 -0.007572 0.887835 0.10 0.20 0.11
H -1.627088 -1.870713 -0.684620 0.06 0.09 -0.20
H -0.813648 -0.536897 -1.495196 -0.29 -0.24 0.14
C -1.025671 1.309723 1.222526 1.14 1.04 -0.57
C -0.175558 1.902946 0.598893 -1.85 0.12 0.97
H -1.711985 0.802946 1.841524 -0.25 -0.40 0.15
H 0.353876 2.652815 0.074576 0.52 -0.07 -0.23
```
Forces are in eV/Å.

---

No. 3
This record from the OMol25 dataset describes 2 unconnected molecules or ions with the total composition C4H6N2O. The level of theory is the ωB97M-V functional and the def2-TZVPD basis.

- net charge = 0
- energy (Eh) = -340.72053
- lowest unoccupied orbital energy (eV) = -0.298
- energy relative to the best compared isomer or geometry (same formula, charge and spin) (kcal per mole) = 46.68

Structure (XYZ):
```
13
Properties=species:S:1:pos:R:3:forces:R:3
H -1.544936 2.008780 2.006903 -0.04 -0.08 -0.03
N -1.684620 1.123036 1.513885 0.40 0.05 -0.13
C -0.629351 0.801956 0.884410 -0.27 0.08 0.14
C 0.693705 1.421283 0.730122 0.11 -0.03 -0.06
C 1.417634 0.615922 -0.065919 -0.06 0.11 0.10
N 0.702069 -0.509815 -0.469711 -0.04 -0.10 -0.05
C -0.581330 -0.488469 0.056136 -0.31 -0.35 -0.10
O -1.446424 -1.311672 -0.119082 0.44 0.41 0.12
H 1.023661 2.350789 1.173500 -0.05 -0.15 -0.07
H 2.439269 0.743016 -0.403891 -0.16 0.00 0.06
H 1.037708 -1.236332 -1.081270 -0.05 0.10 0.08
H -0.840795 -2.603897 -2.024690 0.03 -0.06 -0.06
H -0.481579 -2.949145 -2.580014 -0.01 0.02 0.01
```
Forces are in eV/Å.

---

No. 4
This record from the OMol25 dataset describes 3 unconnected molecules or ions with the total composition C4H6N2O in a non-equilibrium geometry. The level of theory is the ωB97M-V functional and the def2-TZVPD basis.

- net charge = 0
- energy (Eh) = -340.55984
- lowest unoccupied orbital energy (eV) = 0.193
- energy relative to the best compared isomer or geometry (same formula, charge and spin) (kcal per mole) = 147.51

Structure (XYZ):
```
13
Properties=species:S:1:pos:R:3:forces:R:3
N -0.756642 -2.076604 1.141085 1.21 -0.08 -0.64
C 0.101064 -1.420316 0.701585 0.35 -1.71 0.74
O 1.240225 -0.934300 0.388136 0.40 -0.11 0.32
C 1.205879 -0.128570 -0.780672 0.15 0.13 -0.35
C 0.512940 1.182859 -0.493250 0.17 0.01 0.07
C -0.904570 0.939096 -0.329106 -1.06 0.95 0.12
N -2.018965 0.900245 0.003423 0.78 0.32 -0.96
H -1.731224 -1.165332 1.506487 -2.47 3.99 -0.22
H -2.080352 -0.105113 1.252563 -0.08 -3.60 1.80
H 0.618112 -0.681121 -1.507047 0.24 0.03 -0.51
H 2.240205 -0.042940 -1.075128 0.16 0.21 -0.20
H 0.808680 1.626017 0.460041 0.44 -0.11 -0.02
H 0.764648 1.906080 -1.268117 -0.29 -0.02 -0.16
```
Forces are in eV/Å.

---

No. 5
This record from the OMol25 dataset describes C4H6N2O in the gas phase. The level of theory is the ωB97M-V functional and the def2-TZVPD basis.

- net charge = 0
- energy (Eh) = -340.74245
- lowest unoccupied orbital energy (eV) = 1.073
- energy relative to the best compared isomer or geometry (same formula, charge and spin) (kcal per mole) = 32.92

Structure (XYZ):
```
13
Properties=species:S:1:pos:R:3:forces:R:3
C -2.318643 0.224432 0.062978 -0.23 0.17 0.02
O -1.330226 -0.786216 -0.061478 0.12 -0.06 -0.01
C -0.061099 -0.344023 -0.039420 0.07 0.06 0.01
C 1.077031 -1.178285 -0.151336 0.01 0.04 0.01
C 2.130464 -0.300314 -0.067755 -0.07 0.04 0.00
N 1.601572 0.934109 0.077406 0.24 0.01 0.00
N 0.252257 0.931881 0.097096 -0.07 -0.24 -0.02
H -3.278183 -0.293837 0.100059 0.15 0.08 -0.02
H -2.167213 0.808568 0.976717 -0.03 -0.09 -0.12
H -2.290427 0.905797 -0.794750 0.01 -0.09 0.12
H 1.100892 -2.250480 -0.272298 0.01 0.17 0.02
H 3.198967 -0.461947 -0.099309 -0.16 0.03 0.00
H 2.084609 1.810312 0.172094 -0.03 -0.12 -0.02
```
Forces are in eV/Å.

---

No. 6
This record from the OMol25 dataset describes C4H6N2O in the gas phase in a non-equilibrium geometry. The level of theory is the ωB97M-V functional and the def2-TZVPD basis.

- net charge = 0
- energy (Eh) = -340.77492
- lowest unoccupied orbital energy (eV) = 0.798
- energy relative to the best compared isomer or geometry (same formula, charge and spin) (kcal per mole) = 12.55

Structure (XYZ):
```
13
Properties=species:S:1:pos:R:3:forces:R:3
C 2.025168 0.469534 0.080214 0.05 -0.06 0.01
C 0.587025 0.073200 -0.012726 0.24 -0.25 -0.11
C 0.066357 -1.185642 -0.057110 0.12 0.00 0.04
N -1.309256 -1.023385 -0.227688 -0.11 0.17 0.11
C -1.517110 0.311149 -0.224215 0.45 -0.09 0.26
O -2.724932 0.890238 -0.083951 0.22 -0.02 0.34
N -0.421972 1.007380 -0.122910 0.13 -0.19 -0.04
H 2.174470 1.313914 0.762001 -0.13 -0.17 -0.10
H 2.413226 0.765755 -0.901263 -0.07 -0.03 0.15
H 2.615496 -0.378366 0.437731 0.02 0.13 -0.05
H 0.529719 -2.151868 0.071429 -0.10 0.08 -0.22
H -2.028462 -1.725511 -0.159053 0.13 0.11 -0.02
H -2.420784 1.593715 0.519571 -0.95 0.32 -0.37
```
Forces are in eV/Å.

---

No. 7
This record from the OMol25 dataset describes C4H6N2O in the gas phase. The level of theory is the ωB97M-V functional and the def2-TZVPD basis.

- net charge = 0
- energy (Eh) = -340.76157
- lowest unoccupied orbital energy (eV) = 0.876
- energy relative to the best compared isomer or geometry (same formula, charge and spin) (kcal per mole) = 20.92

Structure (XYZ):
```
13
Properties=species:S:1:pos:R:3:forces:R:3
N 0.341394 -2.235682 -0.510783 -0.04 0.03 -0.15
C -0.021163 -0.906338 -0.214538 -0.12 0.19 -0.02
C -1.201380 -0.221353 -0.288110 0.06 -0.18 -0.04
C -0.963689 1.106824 0.213180 0.10 0.14 0.04
C 0.358948 1.167498 0.538267 -0.21 -0.18 -0.10
O 1.161473 2.158168 1.013428 -0.11 0.14 0.00
N 0.937940 -0.049969 0.286332 -0.01 0.01 0.04
H 1.082639 -2.266449 -1.204664 -0.09 -0.02 0.05
H -0.454413 -2.734606 -0.890943 0.09 0.00 0.13
H -2.138408 -0.604269 -0.671393 0.17 0.03 0.06
H -1.683943 1.908915 0.305799 0.12 -0.11 -0.04
H 0.722981 2.997030 0.827952 0.12 -0.08 0.10
H 1.857621 -0.319770 0.595473 -0.09 0.04 -0.07
```
Forces are in eV/Å.

---

No. 8
This record from the OMol25 dataset describes C4H6N2O in the gas phase in a non-equilibrium geometry. The level of theory is the ωB97M-V functional and the def2-TZVPD basis.

- net charge = 0
- energy (Eh) = -340.62119
- lowest unoccupied orbital energy (eV) = 0.822
- energy relative to the best compared isomer or geometry (same formula, charge and spin) (kcal per mole) = 109.01

Structure (XYZ):
```
13
Properties=species:S:1:pos:R:3:forces:R:3
C 0.610921 -0.224080 2.605624 2.19 0.44 5.97
C 0.289239 -0.304095 1.514405 -3.71 -1.85 -8.06
C -0.403320 -0.593584 0.184415 1.48 2.03 -0.83
O -1.327587 -1.356090 -0.036157 0.88 0.67 0.65
N 0.131758 0.288760 -0.781766 -1.50 -2.05 0.52
C -0.517359 0.554658 -2.022288 -5.13 0.74 2.00
N 1.259358 1.053976 -0.536602 1.38 0.32 1.65
H 1.011265 -0.230013 3.562013 0.30 0.19 1.11
H 0.056923 0.396699 -2.882613 1.07 0.78 -1.22
H -1.250157 1.468312 -1.794101 2.36 -0.60 -1.42
H -1.426458 -0.076713 -2.188344 1.18 -0.62 0.53
H 1.429547 1.752550 -1.231832 -0.39 0.09 -0.63
H 1.184872 1.541344 0.359765 -0.11 -0.13 -0.27
```
Forces are in eV/Å.

---

No. 9
This record from the OMol25 dataset describes 2 unconnected molecules or ions with the total composition C4H6N2O. The level of theory is the ωB97M-V functional and the def2-TZVPD basis.

- net charge = 0
- energy (Eh) = -340.52887
- lowest unoccupied orbital energy (alpha / beta) (eV) = 0.652 / 0.651
- energy relative to the best compared isomer or geometry (same formula, charge and spin) (kcal per mole) = 166.94

Structure (XYZ):
```
13
Properties=species:S:1:pos:R:3:forces:R:3
C -2.166195 0.475894 0.347710 -0.12 0.24 0.16
O -1.487830 -0.432248 -0.530821 0.16 0.03 -0.20
C -0.261055 -0.129957 -0.849801 0.06 0.24 -0.03
N 0.413283 0.921423 -0.739257 -0.01 -0.55 -0.02
N 1.559469 1.198441 -0.276571 -0.37 0.38 0.06
C 2.134419 -1.100686 0.144162 0.05 -0.62 0.15
C 1.160541 -1.758152 0.440073 0.95 -0.12 -0.10
H -3.156005 0.052656 0.526057 0.18 0.11 -0.01
H -1.609882 0.579971 1.283847 -0.10 -0.01 -0.13
H -2.236019 1.436665 -0.168486 -0.09 0.00 0.21
H 1.950106 2.011516 -0.763614 -0.33 -0.05 -0.15
H 3.002984 -0.593814 -0.186863 0.11 0.00 0.18
H 0.696188 -2.661713 0.773562 -0.49 0.33 -0.12
```
Forces are in eV/Å.

---

No. 10
This record from the OMol25 dataset describes a molecular structure, C4H6N2O in a non-equilibrium geometry. The level of theory is the ωB97M-V functional and the def2-TZVPD basis.

- net charge = 0
- energy (Eh) = -340.57719
- lowest unoccupied orbital energy (alpha / beta) (eV) = -0.829 / -0.830
- energy relative to the best compared isomer or geometry (same formula, charge and spin) (kcal per mole) = 136.62

Structure (XYZ):
```
13
Properties=species:S:1:pos:R:3:forces:R:3
C 1.979223 0.341843 0.374134 1.79 0.31 -0.93
N 0.567643 0.302538 0.195583 -2.44 -1.32 0.39
N -1.515203 -0.795307 0.795593 -2.66 1.10 -1.10
C 0.077865 -0.757658 -0.558717 2.38 3.51 -3.03
C -1.933213 0.217268 0.042706 -0.21 -2.16 2.72
C -0.953988 0.503542 -0.900009 3.45 -2.54 -0.36
O 0.702243 -1.566887 -1.239299 -2.10 0.23 1.83
H -2.102465 -0.982049 1.606994 0.01 0.08 0.14
H -2.894845 0.720407 0.107338 0.11 0.13 0.41
H -1.100488 1.079678 -1.802423 0.68 0.13 0.07
H 2.388389 1.352195 0.440586 -0.21 -0.06 0.03
H 2.234933 -0.182348 1.308078 -0.56 0.29 0.09
H 2.549905 -0.233222 -0.370566 -0.24 0.31 -0.25
```
Forces are in eV/Å.